Entry from the Open Molecules 2025 dataset: the molecule C4H5ClOS (ωB97M-V/def2-TZVPD).

```
12
Properties=species:S:1:pos:R:3
C 1.209 -0.900 0.382
C 0.388 -0.032 -0.552
C -1.095 1.236 0.149
C -1.090 -0.272 -0.178
H 0.874 -1.968 0.403
H 1.124 -0.463 1.447
H 0.624 -0.128 -1.640
H -1.225 1.518 1.177
H -1.770 1.813 -0.501
O 0.292 1.341 -0.284
S -2.209 -1.402 -0.199
Cl 2.876 -0.743 -0.205
```

Structure (SMILES): S=C1CO[C@H]1CCl
Charge: 0
ΔE to the lowest compared entry with this formula, charge and spin (eV): 1.5070
HOMO energy (eV): -9.12
LUMO energy (eV): -0.6060
Multiplicity: 1

=====

Entry from the Open Molecules 2025 dataset: a structure of composition C4H5ClOS2 (ωB97M-V/def2-TZVPD).

```
13
Properties=species:S:1:pos:R:3
C 0.583 0.770 2.074
C 0.455 0.482 0.593
C 1.435 0.825 -0.200
C -0.743 -0.174 -0.036
H -0.826 -0.234 3.391
H -0.230 1.575 2.451
H 1.533 1.126 2.288
H 2.446 1.262 0.078
H 0.355 -2.192 1.114
O 0.386 -0.413 2.973
S -0.644 -2.046 0.008
S -2.011 0.454 -0.840
Cl 1.513 0.931 -2.022
```

Charge: 0
ΔE to the lowest compared entry with this formula, charge and spin (eV): 3.2812
HOMO energy (eV): -9.04
LUMO energy (eV): -0.5681
Multiplicity: 1

=====

Entry from the Open Molecules 2025 dataset: a structure of composition C4H5CrLiO3 (ωB97M-V/def2-TZVPD).

```
14
Properties=species:S:1:pos:R:3
O -1.640 -0.411 -1.124
Li -1.371 -2.186 0.137
O -2.713 -1.187 -0.560
C -1.356 0.665 -0.331
C 0.010 1.086 -0.068
H 0.011 2.199 -0.118
H -2.190 1.351 -0.520
H -1.249 1.247 0.849
O 2.790 -0.158 -0.524
C 2.048 -0.969 0.163
C 0.782 -0.580 0.575
Cr 2.102 1.626 -0.496
H 0.273 -0.771 1.520
H 2.502 -1.912 0.497
```

Charge: +1
ΔE to the lowest compared entry with this formula, charge and spin (eV): 8.2034
HOMO energy (spin up / spin down) (eV): -11.86 / -12.42
LUMO energy (spin up / spin down) (eV): -5.1915 / -5.4898
Multiplicity: 6

=====

Entry from the Open Molecules 2025 dataset: the molecule C4H5F (ωB97M-V/def2-TZVPD).

```
10
Properties=species:S:1:pos:R:3
C 0.168 0.345 1.336
C 0.975 0.536 -0.036
C 0.470 -0.299 -1.122
C -0.398 -0.909 -1.660
H 0.588 -0.469 1.965
H 0.077 1.433 1.838
H 2.075 0.261 0.148
H 1.155 1.567 -0.302
H -1.088 -1.384 -2.296
F -1.122 0.062 0.837
```

Structure (SMILES): C#CCCF
Charge: 0
ΔE to the lowest compared entry with this formula, charge and spin (eV): 1.7709
HOMO energy (eV): -9.97
LUMO energy (eV): 1.0726
Multiplicity: 1

=====

Entry from the Open Molecules 2025 dataset: the molecule C4H5F2N (ωB97M-V/def2-TZVPD).

```
12
Properties=species:S:1:pos:R:3
C -0.630 -0.121 -0.320
C -0.161 2.127 -0.504
C -1.853 0.002 0.227
C -0.002 -1.504 -0.405
N -0.092 0.967 -0.942
F -2.499 -1.066 0.709
F -2.715 1.026 0.176
H -0.512 2.448 0.452
H 0.062 2.877 -1.191
H 1.138 -1.659 -0.734
H -0.719 -2.056 -1.087
H -0.018 -1.959 0.553
```

Structure (SMILES): C=NC(C)=C(F)F
Charge: 0
ΔE to the lowest compared entry with this formula, charge and spin (eV): 1.5165
HOMO energy (eV): -8.70
LUMO energy (eV): 0.9326
Multiplicity: 1

=====

Entry from the Open Molecules 2025 dataset: the molecule C4H5F2NO2 (ωB97M-V/def2-TZVPD).

```
14
Properties=species:S:1:pos:R:3
C -0.826 -1.092 0.425
C -0.896 0.781 1.951
C -0.265 1.606 0.884
C 0.623 -0.604 -1.448
N 0.255 -0.480 -0.087
O -1.251 -2.171 0.101
O -1.431 -0.433 1.474
F -0.999 2.257 0.009
F 0.871 2.227 1.105
H -0.131 0.580 2.715
H -1.752 1.315 2.390
H 1.661 -0.298 -1.575
H 0.520 -1.664 -1.714
H -0.025 -0.030 -2.121
```

Charge: 0
ΔE to the lowest compared entry with this formula, charge and spin (eV): 2.4790
HOMO energy (spin up / spin down) (eV): -9.18 / -9.18
LUMO energy (spin up / spin down) (eV): -1.0028 / -1.0010
Multiplicity: 1

=====

Entry from the Open Molecules 2025 dataset: the molecule C4H5F2NS (ωB97M-V/def2-TZVPD).

```
13
Properties=species:S:1:pos:R:3
C 0.423 -1.641 -0.141
C 2.353 0.202 -0.143
C -0.013 0.776 -0.829
C 0.882 -0.093 0.182
N 1.060 -2.717 -0.038
F -0.850 -1.638 -0.645
F 2.777 -0.312 -1.314
S 3.387 0.966 0.805
H 0.145 0.261 -1.766
H 0.247 1.812 -0.719
H -0.973 0.655 -0.395
H 0.669 0.255 1.109
H 0.591 -3.436 -0.484
```

Structure (SMILES): [H]/N=C(\F)[C@H](C)C(F)=S
Charge: 0
ΔE to the lowest compared entry with this formula, charge and spin (eV): 0.7994
HOMO energy (eV): -9.56
LUMO energy (eV): -0.2441
Multiplicity: 1

=====

Entry from the Open Molecules 2025 dataset: the ion C4H5F3N3S2 with charge +1 (ωB97M-V/def2-TZVPD).

```
17
Properties=species:S:1:pos:R:3
C -1.156 0.104 -0.324
C 1.589 -1.026 0.747
C 2.040 0.399 0.467
C -2.594 0.516 0.092
N -0.743 -1.058 -0.304
N 0.809 -2.403 -1.893
N -0.330 1.119 -0.613
F -3.347 1.054 -0.887
F -3.197 -0.547 0.646
F -2.432 1.395 1.108
S 0.786 -1.411 -0.930
S 1.227 0.726 -1.204
H 2.453 -1.565 0.878
H 0.700 -1.159 1.370
H 1.682 1.322 1.060
H 3.130 0.426 0.440
H -0.620 2.107 -0.652
```

Charge: +1
ΔE to the lowest compared entry with this formula, charge and spin (eV): 2.5431
HOMO energy (eV): -14.80
LUMO energy (eV): -5.4550
Multiplicity: 1